Record 1
{
  "formula": "C50H78Cl2N9O9P3",
  "method": "ωB97M-V/def2-TZVPD",
  "species": ["C", "C", "C", "C", "C", "C", "C", "C", "C", "O", "N", "C", "C", "N", "P", "C", "C", "P", "O", "O", "O", "C", "C", "C", "C", "O", "O", "C", "C", "O", "O", "P", "O", "C", "Cl", "C", "C", "Cl", "H", "H", "H", "H", "H", "H", "H", "H", "H", "H", "H", "H", "H", "H", "H", "H", "H", "H", "H", "H", "H", "H", "H", "H", "H", "H", "H", "H", "H", "H", "H", "H", "H", "H", "H", "H", "H", "H", "H", "H", "H", "H", "H", "N", "C", "C", "C", "C", "H", "H", "H", "H", "H", "N", "C", "C", "C", "C", "H", "H", "H", "H", "H", "N", "C", "C", "C", "C", "H", "H", "H", "H", "H", "N", "C", "C", "C", "C", "H", "H", "H", "H", "H", "N", "C", "C", "C", "C", "H", "H", "H", "H", "H", "N", "C", "C", "C", "C", "H", "H", "H", "H", "H", "N", "C", "C", "C", "C", "H", "H", "H", "H", "H"],
  "coordinates": [[1.94985, -1.18731, 2.24948], [0.44094, -0.92482, 2.58688], [-0.45605, -2.12842, 2.15521], [-1.66285, -1.69584, 1.28920], [-1.12748, -1.44151, -0.16010], [-2.20301, -0.65104, -0.92877], [-2.24842, -0.59322, -2.48753], [-3.06055, -1.80264, -3.11941], [-3.41787, -2.94520, -2.18569], [-2.65029, -3.59232, -1.53555], [-4.82247, -3.33455, -2.15850], [-4.96885, -4.21841, -3.33815], [-5.12740, -4.06272, -0.92882], [-3.07084, 0.64848, -2.76017], [-4.46168, 1.00763, -1.79946], [-4.20143, 2.10632, -0.35330], [-5.76964, -0.24561, -1.62349], [-3.39261, 1.19919, -4.34588], [-4.76547, 1.71799, -4.49503], [-2.45323, 2.48815, -4.57528], [-3.25519, 0.12672, -5.54790], [-0.79054, -0.52824, -3.11396], [-0.11072, 0.65067, -2.35092], [-0.10902, -1.92981, -3.00145], [1.22017, -2.03171, -2.25750], [2.06641, -2.75949, -2.67956], [-0.78516, -0.20963, -4.49759], [0.38480, -0.19228, -5.27109], [1.79327, -0.18908, -4.66955], [2.61814, 0.85197, -5.21106], [3.28461, 1.48156, -4.16526], [0.22915, 1.45865, -6.22045], [0.44903, 2.64505, -5.35313], [0.17987, -1.27079, -6.39487], [-1.34365, -2.17452, -6.45586], [1.04706, -1.57187, -7.36245], [2.42490, -0.97494, -7.52635], [0.66115, -2.78786, -8.57907], [2.28156, -0.57115, 1.40204], [2.58936, -0.91585, 3.09925], [2.15113, -2.24115, 2.02382], [0.16961, -0.04886, 1.97900], [0.35727, -0.70022, 3.65311], [0.15054, -2.78624, 1.51769], [-0.75782, -2.63443, 3.08135], [-2.06714, -0.73605, 1.64888], [-2.43951, -2.47228, 1.26386], [-0.84651, -2.43266, -0.52150], [-0.18717, -0.90133, 0.02160], [-3.15105, -1.00140, -0.49615], [-2.08902, 0.37954, -0.56742], [-4.00072, -1.46984, -3.56650], [-2.48376, -2.24631, -3.94436], [-4.83471, -5.28036, -3.06758], [-4.20990, -4.01285, -4.10501], [-5.95966, -4.13414, -3.80357], [-6.21714, -4.22920, -0.92506], [-4.92343, -3.46822, -0.03206], [-4.66833, -5.06054, -0.88107], [-5.11580, 2.69448, -0.22142], [-3.32028, 2.74818, -0.42163], [-4.10139, 1.50946, 0.57748], [-6.70151, 0.20206, -1.25282], [-5.50287, -1.02145, -0.88261], [-6.02958, -0.74141, -2.56285], [-2.95990, 3.04737, -5.18653], [-4.13050, -0.28341, -5.63227], [0.51244, 1.27845, -3.00135], [-0.82848, 1.37503, -1.94840], [0.52724, 0.36926, -1.50711], [0.07676, -2.39277, -3.98028], [-0.74921, -2.68445, -2.51195], [1.46129, -1.46951, -1.33280], [2.29555, -1.13372, -4.92465], [1.88052, -0.09315, -3.58746], [2.84394, 2.34868, -4.07582], [0.95689, 1.42956, -7.42641], [-1.13666, 1.44524, -6.60662], [2.84374, -1.29217, -8.48837], [2.50447, 0.11248, -7.49824], [3.12805, -1.36493, -6.77662], [5.19110, 3.07175, -2.31063], [6.43679, 3.50889, -2.67438], [6.64628, 4.72503, -2.07712], [5.48420, 5.02901, -1.31935], [4.60679, 3.99239, -1.48135], [4.77080, 2.20805, -2.60504], [7.06268, 2.91881, -3.32269], [7.53505, 5.32736, -2.16976], [5.31340, 5.90878, -0.72212], [3.62065, 3.82870, -1.07880], [-1.43400, -3.78669, 6.47541], [-1.80421, -2.48719, 6.25936], [-1.41034, -1.75057, 7.34556], [-0.77266, -2.63975, 8.25029], [-0.80082, -3.88663, 7.68452], [-1.60054, -4.54923, 5.84423], [-2.31536, -2.20095, 5.35470], [-1.56107, -0.69134, 7.47748], [-0.34238, -2.39162, 9.20641], [-0.42739, -4.83340, 8.03657], [6.30883, 0.87258, 0.14390], [7.40233, 0.28250, 0.71721], [6.99137, -0.88558, 1.30457], [5.59586, -1.00806, 1.07205], [5.20509, 0.08989, 0.35190], [6.31348, 1.74783, -0.35537], [8.37394, 0.74387, 0.65859], [7.62138, -1.57639, 1.84018], [4.95308, -1.81048, 1.39570], [4.24015, 0.38232, -0.02873], [4.22265, -4.01656, -4.96520], [5.20514, -3.08078, -4.79353], [6.24948, -3.40950, -5.61820], [5.87955, -4.58821, -6.31827], [4.62327, -4.93598, -5.89514], [3.34093, -4.02441, -4.47962], [5.07700, -2.26572, -4.10035], [7.17519, -2.86527, -5.70959], [6.46767, -5.11937, -7.04860], [3.98271, -5.75578, -6.17399], [6.00760, 3.72074, 2.66422], [6.11859, 4.79980, 1.82946], [5.91112, 5.93114, 2.57430], [5.67014, 5.51808, 3.91246], [5.73885, 4.15010, 3.93564], [6.10842, 2.75944, 2.38580], [6.33312, 4.66778, 0.78340], [5.93077, 6.94281, 2.20230], [5.47011, 6.15278, 4.76022], [5.61932, 3.44752, 4.74322], [-3.48076, 1.46321, 7.84668], [-4.04432, 0.66301, 8.80789], [-3.99434, 1.33697, 9.99698], [-3.38178, 2.59492, 9.74762], [-3.07821, 2.64614, 8.41485], [-3.37758, 1.22043, 6.87707], [-4.42831, -0.31246, 8.55978], [-4.35763, 0.97071, 10.94275], [-3.18777, 3.37345, 10.46665], [-2.61274, 3.41551, 7.82165], [-6.27108, 2.84632, 7.51187], [-7.49247, 2.30523, 7.80210], [-8.37755, 3.33449, 7.99067], [-7.66146, 4.54543, 7.80145], [-6.36610, 4.20990, 7.50519], [-5.43133, 2.32199, 7.33202], [-7.62606, 1.23747, 7.85099], [-9.42183, 3.23072, 8.23615], [-8.05198, 5.54730, 7.87426], [-5.50616, 4.82253, 7.29230]],
  "atomic_forces_ev_per_a": [[-0.13, 0.27, 0.50], [0.87, -0.51, -1.13], [-0.17, 0.80, 0.26], [0.84, 0.17, -0.35], [-0.18, -0.46, 1.43], [1.05, -0.18, 0.22], [-0.90, -0.53, -0.71], [0.22, -0.42, -0.08], [-1.46, -0.43, -0.17], [1.29, 0.17, 0.58], [1.31, 0.06, -0.37], [-0.55, -0.28, -0.41], [-1.21, -0.27, -0.03], [0.42, -1.19, -0.40], [-1.16, 2.76, -1.59], [0.10, -1.64, 1.36], [0.49, -1.06, 1.27], [-2.35, 2.20, -0.29], [-0.47, -0.39, -0.14], [0.69, -1.43, -0.14], [1.16, -0.22, 0.88], [0.86, 0.34, 1.52], [0.64, 0.68, 0.12], [0.24, -0.17, 0.89], [-0.58, 0.38, -0.14], [1.10, -0.92, -0.43], [-0.99, 0.69, 0.38], [-0.54, 0.14, -2.19], [1.01, -1.06, 0.42], [-0.61, -0.49, -0.74], [0.46, 0.77, 0.91], [-1.05, 1.06, 1.16], [0.52, -0.10, -0.07], [-0.41, -0.71, 0.03], [0.52, 0.62, 0.54], [0.54, 0.16, -0.38], [0.73, -0.53, -0.41], [0.31, 0.52, 0.45], [-0.07, -0.26, 0.12], [-0.06, -0.03, -0.24], [-0.08, 0.20, 0.01], [-0.23, -0.02, 0.53], [-0.28, 0.03, -0.23], [-0.17, -0.19, 0.44], [-0.02, -0.26, -0.42], [-0.17, -0.39, 0.16], [0.04, 0.28, 0.03], [-0.30, 0.26, -0.29], [-0.30, 0.19, -0.53], [-0.03, 0.09, -0.61], [-0.15, -0.20, -0.19], [0.23, 0.14, 0.22], [-0.04, 0.16, 0.17], [0.09, 0.32, 0.08], [-0.25, 0.16, 0.15], [0.19, 0.12, 0.17], [0.27, 0.03, -0.04], [0.29, -0.11, -0.29], [0.22, 0.35, 0.14], [0.28, 0.05, -0.32], [-0.22, -0.09, -0.39], [0.17, 0.36, -0.12], [0.43, 0.40, -0.15], [-0.27, -0.06, -0.34], [0.35, 0.24, 0.04], [0.11, 0.00, 0.18], [0.09, 0.33, -0.13], [-0.26, -0.33, -0.06], [-0.14, -0.39, -0.23], [-0.20, -0.18, -0.18], [-0.03, 0.45, 0.09], [0.00, 0.44, 0.01], [-0.54, 0.04, -0.13], [-0.26, 0.13, 0.15], [-0.47, 0.00, -0.25], [-0.26, -0.18, -0.38], [-0.07, -0.34, 0.17], [0.42, -0.57, -0.27], [-0.22, 0.10, 0.18], [-0.31, -0.18, 0.14], [-0.22, 0.03, -0.13], [0.06, -0.05, 0.13], [0.03, -0.07, -0.03], [0.05, -0.07, 0.00], [-0.09, 0.14, -0.22], [-0.13, -0.06, -0.01], [0.03, -0.07, -0.11], [-0.02, 0.04, -0.02], [-0.02, -0.01, 0.00], [-0.03, 0.00, -0.05], [0.02, 0.04, 0.01], [0.04, 0.04, 0.02], [-0.06, -0.01, -0.07], [-0.03, 0.05, -0.09], [0.04, -0.06, 0.04], [-0.02, -0.04, -0.01], [0.02, 0.03, 0.03], [0.00, 0.01, 0.02], [0.03, -0.02, 0.03], [-0.01, 0.00, -0.02], [0.00, 0.03, 0.02], [-0.01, 0.11, -0.01], [0.02, 0.06, 0.03], [0.05, 0.02, 0.01], [-0.07, -0.02, -0.01], [-0.03, 0.07, -0.02], [0.00, -0.05, -0.05], [-0.01, -0.02, 0.01], [-0.01, 0.01, -0.02], [0.01, 0.01, -0.01], [0.01, 0.00, 0.03], [-0.11, 0.02, -0.07], [-0.07, 0.07, 0.05], [0.00, 0.08, -0.01], [-0.02, -0.05, -0.05], [-0.05, -0.01, 0.03], [0.06, 0.05, 0.08], [0.03, -0.04, 0.03], [-0.02, -0.01, 0.01], [-0.01, 0.01, 0.02], [0.03, 0.00, 0.00], [0.03, 0.06, 0.03], [0.08, -0.14, 0.08], [0.01, -0.01, -0.04], [-0.02, -0.02, 0.06], [-0.03, -0.06, 0.00], [0.01, 0.03, 0.01], [0.03, -0.02, 0.18], [0.01, -0.02, 0.01], [0.01, -0.02, -0.01], [-0.01, 0.03, 0.00], [-0.04, 0.02, -0.07], [-0.02, -0.13, -0.01], [-0.02, -0.02, -0.03], [0.02, 0.03, -0.04], [0.10, 0.04, -0.03], [0.11, -0.05, 0.06], [0.05, 0.00, 0.03], [-0.01, 0.01, -0.02], [-0.02, -0.01, -0.02], [0.01, -0.01, 0.03], [-0.17, 0.06, -0.13], [0.06, -0.03, -0.01], [-0.05, -0.07, -0.01], [0.04, 0.08, -0.03], [0.05, -0.04, -0.01], [-0.08, 0.09, 0.19], [-0.01, 0.02, 0.03], [0.02, 0.00, 0.00], [0.01, -0.02, 0.00], [-0.02, 0.01, 0.04]],
  "mulliken_charge": [-0.980, -0.418, -0.888, -1.095, 0.237, -1.961, 0.282, -0.914, -0.400, -0.587, 0.313, -0.981, -1.029, 1.075, 0.138, -1.105, -0.923, 0.401, -0.746, -0.462, -0.548, 1.875, -1.832, -0.409, -0.833, -0.564, 0.801, 0.502, -1.592, -0.334, -0.305, 0.409, -0.744, -0.181, -0.164, 0.640, -0.952, -0.205, -0.024, 0.421, 0.351, 0.176, 0.562, 0.401, 0.393, 0.440, 0.256, 0.410, -0.239, 0.676, 0.959, 0.641, -0.155, 0.382, 0.338, 0.306, 0.386, 0.267, 0.370, 0.396, 0.305, 0.278, 0.515, 0.167, 0.240, 0.323, 0.340, 0.547, 0.408, 0.092, 0.420, 0.464, 0.341, 0.020, 1.029, 0.338, 0.128, -0.014, 0.493, 0.113, 0.108, 0.486, -0.740, -0.398, -0.657, -0.667, 0.136, 0.429, 0.405, 0.713, 0.440, 0.026, -0.746, -0.093, -0.710, -0.466, 0.206, 0.494, 0.490, 0.403, 0.395, 0.247, -0.516, -0.754, -0.292, -0.599, 0.104, 0.410, 0.415, 0.450, 0.522, 0.171, -0.438, -0.732, -0.366, -0.628, 0.187, 0.586, 0.429, 0.412, 0.392, 0.105, -0.237, -0.706, -0.403, -0.594, 0.166, 0.459, 0.403, 0.397, 0.369, -0.021, -0.576, -0.342, -0.369, -0.743, 0.199, 0.434, 0.474, 0.422, 0.477, 0.131, -0.435, -0.472, -0.564, -0.309, 0.213, 0.349, 0.395, 0.394, 0.349],
  "total_charge": 0,
  "fmax_ev_per_a": 3.39,
  "e_tot_ev": -137858.729,
  "gap_ev": 6.91,
  "spin_multiplicity": 1
}

---

Record 2
{
  "formula": "C8H5N5O",
  "method": "ωB97M-V/def2-TZVPD",
  "species": ["N", "O", "N", "N", "N", "C", "C", "C", "C", "C", "C", "C", "C", "N", "H", "H", "H", "H", "H"],
  "coordinates": [[0.77812, 2.14766, 4.04094], [-3.00118, 0.20262, -1.56060], [1.25529, 1.73134, 1.50207], [-2.05973, 1.68419, -0.18431], [0.97473, 1.88320, 2.80452], [-0.99059, 2.05088, 0.64472], [1.45723, -1.91683, -0.50704], [0.40570, -2.26805, -1.38039], [1.46207, -0.62571, 0.00329], [0.18296, 1.24830, 0.67355], [-0.68964, -1.45347, -1.59795], [0.26518, 0.06027, -0.00960], [-0.81074, -0.21505, -0.84332], [-1.91754, 0.51703, -0.93422], [-1.02595, 3.08736, 1.16949], [2.30743, -2.62045, -0.26843], [0.56085, -3.29050, -1.81049], [2.36699, -0.30643, 0.46449], [-1.52118, -1.91635, -2.20673]],
  "atomic_forces_ev_per_a": [[2.03, -2.47, -11.54], [2.69, -0.17, 0.50], [-0.20, 0.30, 4.78], [2.28, -0.61, 0.59], [-1.46, 1.78, 6.00], [-0.25, -0.87, -1.96], [1.04, 1.06, 0.19], [0.02, -1.19, 0.09], [0.71, -3.73, -0.33], [-2.04, 3.30, 2.56], [-0.72, -1.19, -0.08], [0.22, 2.65, -0.36], [1.04, -4.12, -1.97], [-4.17, 3.48, 1.76], [-0.26, -2.20, -0.99], [-1.03, 0.93, -0.66], [-0.89, 1.14, 0.02], [0.03, 0.64, 0.72], [0.94, 1.28, 0.66]],
  "mulliken_charge": [-0.398, -0.679, -0.414, -0.893, 0.416, -0.129, -0.473, -0.261, -0.687, 0.706, -0.630, 0.863, -0.127, 0.966, 0.339, 0.341, 0.302, 0.403, 0.354],
  "total_charge": 0,
  "fmax_ev_per_a": 11.97,
  "e_tot_ev": -17867.857,
  "gap_ev": 7.30,
  "de_lowest_kj_mol": 601.5,
  "spin_multiplicity": 1
}

---

Record 3
{
  "formula": "C2H6NOS",
  "method": "ωB97M-V/def2-TZVPD",
  "species": ["C", "S", "H", "H", "H", "C", "N", "O", "H", "H", "H"],
  "coordinates": [[0.87356, -1.76301, -0.71172], [1.07651, -1.65396, 1.06155], [-0.04020, -2.15573, -0.97372], [0.82768, -0.77378, -1.21562], [1.65825, -2.30548, -1.22982], [-0.86204, 1.71213, -0.05326], [-0.96233, 0.93184, 1.18796], [-0.82700, 2.91866, 0.01005], [-0.75203, 1.18184, -1.14117], [-0.21741, 0.20148, 1.26652], [-0.77498, 1.70601, 1.79921]],
  "atomic_forces_ev_per_a": [[1.41, 1.78, -0.41], [0.27, 0.05, 0.68], [-2.18, -1.43, -0.54], [0.34, -0.06, 0.29], [0.22, -0.26, 0.01], [0.66, -1.99, 0.22], [0.40, 1.59, -3.27], [-0.36, 0.17, -0.48], [-0.43, 0.61, 2.65], [-0.33, -0.43, -0.22], [0.01, -0.02, 1.06]],
  "mulliken_charge": [-0.809, -0.694, 0.264, 0.124, 0.272, 0.209, -0.433, -0.541, 0.234, 0.109, 0.264],
  "total_charge": -1,
  "fmax_ev_per_a": 3.66,
  "e_tot_ev": -16544.745,
  "gap_ev": 6.70,
  "de_lowest_kj_mol": 153.0,
  "spin_multiplicity": 1
}

---

Which formula does entry 1 have? C50H78Cl2N9O9P3